Molecular formula: C57H83BaF12N10O10S4
Method: DFT, ωB97M-V/def2-TZVPD

Computed properties:
LUMO level in eV: -14.2118
Charge: +7
Gap between HOMO and LUMO in eV: 4.97
Total energy in eV: -172394.924

Geometry as XYZ:
```
177
Properties=species:S:1:pos:R:3:forces:R:3:mulliken_charge:R:1
Ba 0.1796 -0.3821 4.1125 -0.3 0.5 -1.5 1.7759
C 0.4426 2.0384 -0.2953 -0.1 1.8 -0.2 0.0780
C 0.0360 0.7757 0.3894 -0.9 -0.2 0.1 2.3218
C 0.1009 -0.3537 -0.6558 0.9 -1.4 0.0 -0.5423
O 0.6361 0.6126 1.6426 0.3 -1.3 1.2 -0.8072
H -0.0008 2.1385 -1.2860 0.4 -0.3 -0.3 -0.1281
H 1.5013 2.2967 -0.2735 0.3 -0.7 -0.4 -0.3431
H 0.0472 2.9501 0.1524 -0.4 -0.2 0.7 -0.1427
H -1.0436 0.8557 0.5159 -0.4 0.2 0.3 -1.2991
H -0.6276 -0.2790 -1.4631 0.1 0.7 0.1 -0.2952
H -0.0801 -1.3753 -0.3216 -0.3 0.0 0.9 0.0967
H 1.0821 -0.4928 -1.1098 0.4 0.5 -0.2 0.3503
C -7.1772 -0.1573 1.0060 0.8 0.6 0.2 -1.2316
C -6.8607 0.9383 -0.0194 -0.4 0.6 -0.7 -0.5377
C -6.1251 2.2399 0.5428 0.1 -1.4 -0.2 -0.2147
N -5.5896 3.2461 -0.4713 -1.1 -0.3 -1.2 0.1192
C -5.1479 4.5327 0.2481 0.9 -1.7 1.6 -0.7469
C -3.8864 4.1814 1.1247 -1.1 1.0 -1.1 -1.0233
C -2.7663 3.6558 0.2312 0.3 -0.3 1.7 0.6806
C -3.1759 2.4479 -0.5937 0.0 0.1 -0.3 1.2220
C -4.4727 2.6263 -1.3469 0.1 1.5 0.6 -1.4922
C -6.7225 3.7090 -1.4586 1.3 -0.3 1.3 -1.0139
H -7.4292 0.3322 1.9468 -0.5 -0.5 0.1 0.3267
H -6.3074 -0.7858 1.1972 0.1 0.1 0.1 0.1201
H -7.9440 -0.8250 0.6132 -0.2 0.3 0.3 0.4470
H -7.7959 1.1715 -0.5284 -0.2 0.7 0.4 0.4432
H -6.3890 0.4159 -0.8517 1.0 0.4 0.0 0.2572
H -5.2825 1.8919 1.1403 0.2 0.0 -0.4 -0.1153
H -6.6997 2.7828 1.2934 -0.6 0.0 -0.4 0.5860
H -5.9693 4.7905 0.9168 -0.1 0.1 -0.2 0.4195
H -4.9707 5.3611 -0.4377 0.1 -0.4 -0.3 0.5182
H -4.0919 3.4807 1.9340 -0.4 -0.3 -0.2 0.2859
H -3.6571 5.0935 1.6757 0.4 0.2 -0.3 0.6003
H -2.0636 3.2711 0.9704 0.6 0.0 -0.1 0.0837
H -2.2523 4.4377 -0.3278 -0.3 -0.1 -0.3 -0.4970
H -3.2355 1.5207 -0.0238 0.1 0.0 0.5 -0.1976
H -2.3795 2.3090 -1.3249 -0.1 -0.1 -0.3 -0.3075
H -4.7753 1.6640 -1.7597 -0.5 0.4 -0.1 0.4005
H -4.3160 3.4140 -2.0839 0.0 -0.3 -0.5 0.5666
H -7.4640 4.1716 -0.8071 -0.2 -0.1 -0.4 0.4047
H -7.0899 2.8513 -2.0220 0.0 0.2 0.1 0.3875
H -6.2153 4.4499 -2.0765 -0.4 -0.1 -0.2 0.4807
C -1.6996 -0.3326 -3.7664 0.5 -1.9 -0.7 -1.2698
N -0.8285 -1.5542 -4.1619 -0.5 0.7 -1.0 0.2601
C 0.5035 -1.4318 -4.2692 -0.5 1.2 1.1 -0.3040
C 1.3129 -2.4626 -4.6298 1.5 0.5 0.5 -0.7588
C 0.7891 -3.6726 -4.9645 0.3 -1.9 -0.9 0.7764
C -0.5781 -3.7848 -4.9237 -2.6 1.0 -0.6 -0.7959
C -1.4198 -2.6701 -4.6146 1.8 -1.3 0.8 -0.2893
C 1.6508 -4.8422 -5.4743 -1.1 -0.3 -0.9 0.6049
C 1.1992 -5.5612 -6.6435 2.2 -0.2 1.9 -0.7503
C 1.9891 -6.6820 -7.0628 -1.2 2.5 0.5 -0.2216
N 3.0930 -7.0121 -6.3841 1.0 -0.3 0.5 0.0064
C 3.5177 -6.3535 -5.2667 -1.2 0.3 -0.5 -0.3240
C 2.8223 -5.2491 -4.8168 -0.3 -0.1 -0.5 -0.6075
C 3.8623 -8.2357 -6.8095 -0.9 -0.2 0.2 -0.8350
H -2.1280 -0.6171 -2.8053 -0.1 0.4 -0.1 0.4317
H -2.4472 -0.3497 -4.5595 -0.1 0.7 0.3 0.5040
H -1.0728 0.5585 -3.7343 -0.3 0.0 -0.1 0.2733
H 0.8325 -0.4475 -3.9702 0.5 -0.1 -0.1 0.5895
H 2.3864 -2.3604 -4.5688 0.1 0.4 -0.3 0.5276
H -1.1005 -4.6626 -5.2741 0.1 -0.2 0.1 0.6626
H -2.4996 -2.6835 -4.6019 0.0 -0.2 -0.2 0.5389
H 0.3220 -5.1908 -7.1531 0.0 -0.4 -0.4 0.6055
H 1.7276 -7.2002 -7.9735 0.2 -0.3 0.1 0.4134
H 4.3417 -6.7346 -4.6817 0.3 -0.2 -0.5 0.4280
H 3.2171 -4.7427 -3.9484 -0.2 0.1 0.1 0.4605
H 4.9179 -8.1834 -6.5431 -0.2 0.3 -0.2 0.3490
H 3.6756 -8.3927 -7.8718 0.4 0.1 0.1 0.2941
H 3.3745 -9.0397 -6.2585 0.3 -0.2 -0.1 0.3949
C 9.2937 4.4962 7.4097 1.0 1.0 0.2 -0.8345
N 8.4573 4.0841 6.2876 0.3 -2.0 -0.5 0.0569
C 8.6553 4.7022 5.1130 -1.5 0.1 0.2 -0.2788
C 7.9283 4.2816 4.0213 0.8 -0.8 -1.2 -0.6010
C 7.1031 3.1602 4.0519 0.1 0.1 1.8 0.7148
C 6.9897 2.4625 5.2710 1.3 0.7 0.5 -0.6207
C 7.7804 2.8881 6.3544 -1.2 1.8 -0.6 -0.3216
C 6.3254 2.6821 2.9103 1.4 -1.0 -1.6 0.8876
C 5.0295 2.2755 3.0831 -1.6 -0.4 0.0 -0.9687
C 4.2823 1.6730 2.0725 1.6 0.9 -0.6 -0.2153
N 4.8955 1.4962 0.8540 -1.3 0.4 -0.1 0.0603
C 6.1368 1.9077 0.6161 0.5 0.8 1.1 -0.3099
C 6.9009 2.4373 1.6520 -0.2 0.3 -0.4 -0.6182
C 4.1080 0.9917 -0.3031 0.4 -0.8 -0.1 -1.3350
H 9.0488 3.9818 8.3389 0.1 0.1 -0.3 0.2951
H 9.2777 5.5824 7.4992 -0.7 0.0 0.4 0.3443
H 10.3274 4.3821 7.0830 0.1 -0.8 0.4 0.4174
H 9.2360 5.6128 5.1180 0.3 -0.1 -0.1 0.4631
H 8.1853 4.6680 3.0461 -0.2 0.7 0.0 0.4499
H 6.3830 1.5782 5.3993 0.1 0.0 -0.1 0.4631
H 7.6921 2.4815 7.3510 0.2 -0.3 -0.1 0.3577
H 4.6035 2.4988 4.0500 -0.5 -0.2 0.0 0.5911
H 3.2175 1.5011 2.1278 -0.1 -0.5 -0.1 0.5476
H 6.4782 1.9482 -0.4077 0.1 -0.5 0.0 0.4762
H 7.9174 2.6830 1.3820 0.1 0.2 0.3 0.5370
H 3.4906 0.1889 0.1000 -0.6 0.5 -0.3 0.4163
H 4.7599 0.5266 -1.0426 0.4 -0.1 0.4 0.4888
H 3.6385 1.7848 -0.8850 -0.5 0.1 0.7 0.4788
C -0.6668 -4.2744 0.4899 2.2 1.3 1.5 -1.2583
N -1.0108 -5.6762 0.4234 0.6 -1.0 -0.5 0.3939
C -0.1708 -6.6221 0.9716 -1.9 0.0 0.5 -0.2050
C -0.5571 -7.9786 0.9865 2.6 1.4 -0.4 -0.7268
C -1.6979 -8.3520 0.3836 -3.3 -1.1 -0.9 0.8410
C -2.5579 -7.3608 -0.1323 0.6 0.4 -0.7 -0.8674
C -2.1365 -6.0234 -0.2209 -0.5 -2.0 0.9 -0.2737
C -2.0819 -9.8512 0.2499 0.5 0.7 -0.6 0.4247
C -3.3350 -10.3665 0.5987 -0.1 0.6 0.1 -0.7779
C -3.5936 -11.7108 0.4518 0.8 0.7 0.0 -0.0762
N -2.6198 -12.4924 -0.0250 -2.2 -0.3 -0.3 0.0427
C -1.4562 -12.0500 -0.4755 -0.4 -0.3 -0.6 -0.2647
C -1.1673 -10.7199 -0.3871 0.3 0.5 0.9 -0.6067
C -3.0173 -13.8745 -0.2139 0.3 -1.8 0.3 -0.9148
H -0.4012 -4.0487 1.5227 -1.3 0.0 0.6 0.1243
H -1.3445 -3.5116 0.1066 -0.3 -0.7 0.0 0.3658
H 0.3602 -4.0581 0.1954 0.0 -0.5 -1.4 0.5504
H 0.6413 -6.2087 1.5513 0.3 -0.2 -0.2 0.5231
H 0.1310 -8.7750 1.2287 0.3 0.3 0.8 0.5842
H -3.4867 -7.6552 -0.5981 -0.1 0.1 -0.1 0.5061
H -2.6926 -5.2632 -0.7494 0.0 0.1 0.3 0.5884
H -4.1595 -9.7617 0.9465 0.2 0.3 0.2 0.5257
H -4.5401 -12.1908 0.6519 0.0 0.2 0.2 0.4128
H -0.9203 -12.8024 -1.0351 0.6 0.2 0.2 0.4265
H -0.1910 -10.4481 -0.7603 -0.1 0.5 0.0 0.5041
H -4.0863 -14.0604 -0.1108 0.0 0.6 -0.1 0.3506
H -2.5582 -14.4271 0.6059 0.2 -0.4 -0.3 0.3784
H -2.7204 -14.2460 -1.1946 0.2 0.0 0.2 0.3542
C 0.4963 7.9467 2.0217 1.9 -1.2 -0.3 -0.6385
N 1.9918 7.8077 1.6296 -0.3 -0.3 -0.3 -0.0980
C 2.3301 8.8206 0.5439 -0.7 0.3 -0.1 -0.7527
C 2.8702 8.1668 2.8177 -0.3 -0.3 -1.0 -0.8518
C 2.3369 6.3790 1.1492 0.4 2.1 -0.4 -1.0511
C 1.4076 5.7755 0.1256 -1.7 -0.6 -0.2 0.5857
O 1.1962 6.5947 -0.9865 2.1 0.9 1.7 -0.4283
H -0.0526 7.6208 1.1382 -0.3 0.9 0.1 0.0251
H 0.3895 8.9507 2.4326 -0.5 -0.2 -0.4 0.5018
H 0.3465 7.1724 2.7741 -0.1 0.3 0.3 0.3467
H 1.9679 8.5369 -0.4443 -0.3 -0.3 0.4 0.1983
H 3.4047 8.9710 0.4410 -0.1 0.0 0.5 0.3978
H 1.7960 9.7156 0.8631 0.5 0.3 -0.2 0.4365
H 3.8908 8.0398 2.4569 0.0 0.4 0.2 0.4001
H 2.7487 7.4942 3.6668 -0.5 0.1 -0.1 0.3438
H 2.6103 9.2003 3.0466 0.4 -0.1 0.3 0.4163
H 2.5339 5.8727 2.0942 -0.2 -0.7 -0.5 0.3794
H 3.2361 6.5616 0.5608 0.5 -0.2 0.5 0.4109
H 0.4387 5.5165 0.5525 -0.3 0.0 0.5 0.1932
H 1.8052 4.8024 -0.1624 0.5 -0.2 0.0 -0.0144
H 0.5996 6.2237 -1.6407 -0.9 -0.6 -0.7 0.4690
C -3.4785 -0.0687 3.3623 -2.0 -0.9 1.5 0.4749
F -4.7007 0.3366 2.8517 2.6 -0.8 1.3 -0.1518
F -2.5312 0.7276 2.9545 1.3 0.8 -1.7 -0.2009
F -3.3721 0.0597 4.7218 -1.2 -0.4 -1.0 -0.2038
S -3.1879 -1.9279 2.9193 -3.0 0.8 -1.7 0.7320
O -4.4720 -2.5666 3.2820 3.6 1.2 -0.3 -0.5331
O -2.8727 -1.8984 1.4751 0.5 -0.1 2.4 -0.4430
N -1.8060 -2.2066 3.9188 -1.5 1.6 -2.5 -0.1249
S -2.1474 -3.5560 4.6343 -2.1 -5.4 4.8 0.6697
O -3.0803 -3.4856 5.7845 2.4 0.6 -2.7 -0.5285
O -2.3952 -4.6912 3.7157 1.1 2.1 0.6 -0.5359
C -0.4111 -3.9388 5.4983 -3.3 -0.4 0.7 0.5185
F 0.0950 -2.8396 6.0436 0.8 1.5 -0.2 -0.2578
F -0.6119 -4.7650 6.5321 0.5 0.2 -1.8 -0.1598
F 0.3880 -4.3652 4.5438 1.0 -0.6 0.0 -0.1732
C -2.2219 7.7646 -1.2078 -0.1 0.3 -2.2 0.5728
F -2.5035 6.9072 -0.1963 0.7 0.9 -0.2 -0.1501
F -3.2139 8.6637 -1.3278 0.9 -1.4 0.2 -0.1914
F -1.0761 8.4710 -1.0497 -0.8 -1.1 0.6 -0.2281
S -2.0839 6.7070 -2.9200 -2.4 1.2 0.2 0.7689
O -3.2385 5.7607 -2.8794 2.4 1.6 0.6 -0.5270
O -2.1433 7.7244 -3.9439 0.7 -1.1 1.4 -0.5215
N -0.5691 5.9118 -2.7656 -2.6 0.2 -0.4 -0.6330
S -0.8156 4.6745 -3.7526 -0.7 -0.9 -1.7 0.9118
O -1.6513 3.6082 -3.1931 1.4 0.0 -0.1 -0.5151
O -1.1359 5.1126 -5.1028 0.7 -1.0 1.6 -0.5884
C 0.9409 3.9776 -3.8096 -1.0 0.8 -1.6 0.4681
F 0.9180 2.8289 -4.6058 0.4 1.3 1.6 -0.2333
F 1.7150 4.8933 -4.3648 0.1 -0.6 -0.3 -0.2086
F 1.4309 3.7512 -2.5975 0.1 -1.0 0.3 -0.1465
```
Positions in Å, forces in eV/Å.